DFT (ωB97M-V/def2-TZVPD) results for 11 unconnected molecules or ions with the total composition C24H73BClN21O16Si in a non-equilibrium geometry.

The calculation puts the max |F| at 0.044 hartree/bohr. As for the structure (SMILES): CCOCCOCCOC[Si@](Cl)(COCCOCC)B(O)N(C)C.NC(N)=O.NC(N)=O.NC(N)=O.NC(N)=O.NC(N)=O.NC(N)=O.NC(N)=O.NC(N)=O.NC(N)=O.NC(N)=O. The value obtained for the LUMO energy is 0.436 eV. The HOMO-LUMO gap is 8.34 eV.

Geometry as XYZ:
```
137
Properties=species:S:1:pos:R:3:forces:R:3
C -2.965675 -1.214953 1.925599 0.467 -0.246 0.543
C -2.150578 -2.412765 2.526580 -0.441 0.704 0.388
O -2.789342 -3.677093 2.308495 0.637 0.708 -0.650
C -2.546520 -4.125847 0.967350 -0.415 -0.955 -0.414
C -1.307855 -5.063850 0.852848 -0.272 0.243 0.442
O -0.095533 -4.356208 0.575500 -0.165 -0.836 -0.433
C 0.727901 -5.072362 -0.351326 0.426 1.550 -0.918
C 1.849279 -4.044039 -0.749693 -0.934 -0.821 1.882
O 1.153064 -2.881645 -1.189632 0.708 0.190 -0.607
C 1.958475 -2.064658 -2.052320 -0.359 0.790 -0.994
Si 1.218241 -0.303234 -1.821405 0.833 -0.834 1.311
Cl 1.995287 1.122697 -3.181853 -0.156 -0.287 0.264
C 1.514185 0.145604 0.019344 0.290 -0.169 -0.190
O 2.765142 0.795661 0.266706 -0.849 0.423 0.033
C 2.664751 1.704232 1.363839 0.575 -0.208 1.230
C 2.261976 1.026260 2.725941 -0.324 1.334 -0.039
O 3.290388 0.222847 3.294468 -0.599 -0.361 -0.748
C 3.288856 -1.104746 2.782421 0.403 -1.481 0.980
C 2.102328 -1.981433 3.349301 0.044 1.016 -1.293
B -0.744294 -0.578551 -1.996284 -0.818 0.033 0.028
O -1.589883 -0.151982 -0.926473 0.487 -1.190 -1.474
N -1.220539 -1.249157 -3.233559 -0.387 0.132 0.076
C -1.797427 -2.579677 -2.936623 -0.989 -0.004 0.333
C -2.198140 -0.385798 -3.945651 -0.060 0.688 0.892
H -2.942657 -1.225176 0.814619 -0.214 0.200 0.801
H -4.019163 -1.213794 2.284463 0.677 -0.230 -0.317
H -2.509884 -0.282918 2.340470 -0.238 -0.506 -0.634
H -1.101423 -2.414004 2.144890 -0.658 -0.100 0.114
H -2.096430 -2.252923 3.623793 -0.028 -0.280 -0.563
H -3.433879 -4.737025 0.666413 0.899 0.624 0.419
H -2.512202 -3.270948 0.246617 0.321 -0.561 0.515
H -1.162641 -5.591944 1.829657 -0.388 0.201 -0.680
H -1.505875 -5.820000 0.055731 0.089 0.502 0.465
H 0.131996 -5.255573 -1.282552 0.349 -0.269 0.660
H 1.139602 -6.011454 0.075745 -0.192 0.447 -0.222
H 2.563606 -4.454360 -1.490112 -0.470 0.316 0.286
H 2.340002 -3.771674 0.215897 0.179 -0.303 -0.877
H 3.046809 -2.106881 -1.823860 -0.687 -0.145 -0.121
H 1.727511 -2.362707 -3.104354 0.659 0.027 0.645
H 0.633110 0.737391 0.368414 0.649 -0.191 -0.063
H 1.524855 -0.833750 0.576282 -0.394 0.602 -0.480
H 1.982098 2.560696 1.167512 0.124 -0.628 -0.032
H 3.682257 2.139011 1.500295 -0.685 -0.349 -0.093
H 2.093188 1.863624 3.435939 0.219 -0.545 -0.522
H 1.273643 0.503481 2.663407 0.832 0.104 -0.131
H 4.218173 -1.585331 3.181141 -0.505 0.535 -0.348
H 3.369905 -1.166453 1.676298 -0.241 0.214 0.643
H 1.166579 -1.613415 2.861465 0.438 -0.411 0.564
H 2.008975 -1.868365 4.447081 0.163 -0.242 -0.630
H 2.237428 -3.026816 3.005672 -0.044 0.492 0.461
H -1.324403 -0.695589 -0.169887 0.055 0.512 0.361
H -1.368358 -3.038463 -2.018572 -0.084 0.342 -0.591
H -1.686788 -3.307794 -3.770058 0.149 0.598 0.353
H -2.900358 -2.435868 -2.768820 0.750 -0.436 0.091
H -2.790168 0.177073 -3.171489 0.134 -0.286 -0.759
H -2.934374 -0.966243 -4.535168 0.715 0.259 0.080
H -1.646626 0.368376 -4.551599 -0.533 -0.609 0.125
N -6.439940 -7.533749 0.357329 -0.058 -0.237 -0.236
C -5.685390 -6.488008 0.795449 0.151 0.141 0.019
N -6.083259 -5.939959 1.975146 0.077 0.259 0.186
O -4.717869 -6.069803 0.174648 -0.460 -0.443 -0.134
H -7.235278 -7.892235 0.849694 0.011 0.030 0.031
H -6.171739 -7.960063 -0.510170 -0.002 0.019 0.026
H -5.545184 -5.166009 2.326555 0.018 -0.038 0.003
H -6.870745 -6.263648 2.502702 -0.001 -0.031 -0.024
N 1.285475 5.238801 -2.360341 -0.044 -0.048 0.377
C 0.774197 5.601018 -3.571751 -0.052 0.346 -0.101
N 0.742183 4.604803 -4.499620 -0.110 -0.116 -0.274
O 0.374830 6.732224 -3.805731 0.042 -0.226 0.075
H 1.619115 4.315607 -2.147760 0.023 -0.010 -0.049
H 1.326711 5.946887 -1.650701 0.061 0.006 -0.034
H 0.372370 4.830699 -5.404076 0.018 0.024 0.031
H 1.065046 3.673814 -4.321644 0.048 -0.124 0.064
N 1.369720 6.062685 3.643964 -0.525 -0.256 -0.180
C 2.376886 5.217666 3.304164 -0.469 0.072 0.190
N 3.578814 5.804305 3.055776 0.559 -0.183 -0.390
O 2.213365 4.001149 3.223686 0.158 0.316 -0.019
H 1.470154 7.063519 3.719288 0.255 -0.420 0.122
H 0.471758 5.643400 3.828038 -0.049 0.010 -0.168
H 4.338862 5.201196 2.801257 -0.090 -0.052 0.014
H 3.735228 6.791181 3.120045 -0.190 0.045 0.259
N 1.927131 10.187665 4.929268 -0.265 -0.075 0.059
C 2.952983 9.360433 4.596207 0.002 -0.022 0.037
N 4.140191 9.979548 4.358316 0.239 -0.118 -0.084
O 2.816902 8.142595 4.516767 0.261 0.862 0.049
H 2.014380 11.183211 5.000490 0.035 -0.006 -0.012
H 1.036257 9.763042 5.112331 0.022 0.027 0.010
H 4.919723 9.398079 4.111021 -0.001 0.036 0.035
H 4.273606 10.970796 4.417584 -0.034 0.000 0.010
N 4.441727 -5.019378 -5.576108 0.250 -0.093 0.268
C 3.605251 -4.083545 -5.057164 0.076 0.008 -0.050
N 3.513270 -2.928988 -5.770857 -0.159 0.274 0.093
O 2.975004 -4.267690 -4.020314 0.060 -0.216 -0.189
H 4.961420 -4.895612 -6.423754 -0.142 -0.060 -0.093
H 4.528578 -5.884265 -5.075126 -0.039 -0.032 -0.093
H 2.901666 -2.216211 -5.414574 0.019 -0.011 -0.017
H 4.016188 -2.757698 -6.620256 -0.004 -0.062 -0.012
N -3.308783 3.835704 3.646623 0.138 0.101 -0.062
C -2.680922 4.943617 4.112141 0.032 -0.380 -0.091
N -3.190738 5.450052 5.268287 0.063 0.324 0.212
O -1.721857 5.454987 3.535383 -0.136 0.172 0.121
H -4.096598 3.400921 4.099220 -0.139 -0.020 -0.228
H -2.957939 3.434774 2.794947 -0.029 -0.030 0.018
H -2.751087 6.269703 5.643151 -0.007 -0.032 -0.002
H -3.970555 5.050010 5.754772 0.000 -0.063 -0.063
N 6.049212 -3.600449 -1.357329 -0.126 -0.100 -0.322
C 5.764152 -3.148823 -0.102979 -0.259 0.088 0.047
N 6.840153 -3.004725 0.719679 0.149 0.040 0.299
O 4.625580 -2.892113 0.255629 0.228 -0.037 -0.063
H 6.974143 -3.817195 -1.674932 0.012 0.022 0.034
H 5.276240 -3.717785 -1.989916 0.011 -0.007 0.012
H 6.663411 -2.672678 1.650334 -0.012 0.018 -0.043
H 7.782133 -3.208845 0.447023 -0.017 -0.003 -0.036
N 1.084426 -8.490215 -7.515319 -0.052 -0.263 -0.231
C 1.772289 -7.405299 -7.058727 0.175 0.236 0.028
N 1.320896 -6.888313 -5.881821 0.128 0.206 0.127
O 2.724918 -6.931493 -7.661396 -0.120 -0.131 0.032
H 0.301852 -8.895223 -7.038822 0.006 0.037 0.029
H 1.391003 -8.895888 -8.379910 -0.005 0.021 0.023
H 1.804832 -6.086227 -5.513202 -0.073 -0.021 0.078
H 0.542976 -7.260610 -5.371976 -0.002 -0.007 -0.013
N -3.009517 5.098914 -1.539911 -0.190 -0.144 -0.239
C -3.364232 5.541341 -0.301958 0.171 0.095 0.017
N -2.333161 5.734655 0.558983 -0.237 0.120 0.133
O -4.531828 5.749407 0.013295 0.150 0.150 -0.205
H -2.062626 4.923168 -1.819270 0.034 0.068 0.028
H -3.747701 4.945885 -2.201033 0.037 0.022 0.003
H -2.556132 6.059293 1.484589 0.243 -0.115 0.077
H -1.372947 5.569903 0.324198 0.006 -0.043 0.029
N -7.429112 2.466933 1.390245 -0.247 -0.387 0.046
C -6.475811 3.093224 2.136540 0.192 0.435 0.006
N -6.029938 4.268039 1.631793 -0.337 -0.322 0.491
O -6.053596 2.620828 3.189692 -0.043 -0.126 0.042
H -7.788724 2.830153 0.528995 0.060 0.056 0.001
H -7.780697 1.593147 1.735073 0.023 0.023 -0.017
H -5.325469 4.753790 2.154229 0.096 0.056 -0.198
H -6.356430 4.670486 0.774998 0.245 0.045 -0.085
```
Positions in Å, forces in eV/Å.